Formula: C3HO3S
Source: OMol25
Level of theory: ωB97M-V with the def2-TZVPD basis set

Properties
Energy above the lowest of the compared OMol25 structures with the same formula, charge and spin: 144.00 kJ/mol
Net charge: -1
Gap between HOMO and LUMO: 7.34 eV
Largest force on an atom: 0.075 Eh/bohr
Highest occupied orbital energy: -3.66 eV

Each line ends with the Mulliken charge.
Positions of all 8 atoms, in Å:
C: 0.07748 0.08780 -0.10725  -0.220
C: 2.16642 2.49735 0.22797  0.107
C: -0.50604 1.42628 0.60028  0.630
O: 2.66440 3.12653 -0.58418  -0.268
O: -0.38166 2.48660 0.08005  -0.590
O: -0.75582 0.93084 1.68066  -0.594
S: 1.74722 -0.00855 -0.19288  -0.320
H: -0.47016 -0.88213 0.01225  0.254



Formula: C3HO3S
Source: OMol25
Level of theory: ωB97M-V with the def2-TZVPD basis set

Properties
Energy above the lowest of the compared OMol25 structures with the same formula, charge and spin: 114.46 kJ/mol
Net charge: -1
Gap between HOMO and LUMO: 7.70 eV
Largest force on an atom: 0.039 Eh/bohr
Highest occupied orbital energy: -3.94 eV

Each line ends with the Mulliken charge.
Positions of all 8 atoms, in Å:
C: -0.08198 -0.00706 0.29442  -0.113
C: -1.39568 0.67738 3.50462  0.026
C: 1.30356 -0.09142 0.86708  0.590
O: -0.49352 0.08242 3.90101  -0.203
O: 1.84216 -0.95107 1.51842  -0.656
O: 1.64618 1.02380 0.39884  -0.593
S: -1.39327 0.65647 1.04111  -0.330
H: -0.13026 -0.07899 -0.79085  0.279



Formula: C3HO4
Source: OMol25
Level of theory: ωB97M-V with the def2-TZVPD basis set

Properties
Energy above the lowest of the compared OMol25 structures with the same formula, charge and spin: 403.31 kJ/mol
Net charge: -1
Gap between HOMO and LUMO (spin up / spin down): 8.25 / 8.25 eV
Largest force on an atom: 0.083 Eh/bohr
Highest occupied orbital energy (spin up / spin down): -4.80 / -4.80 eV

Each line ends with the Mulliken charge.
Positions of all 8 atoms, in Å:
C: -1.08702 0.86552 -0.59547  0.924
C: 0.60548 -1.24782 0.61348  0.658
C: 0.08362 0.20776 -0.19826  -0.577
O: 1.44282 -1.91896 0.04989  -0.633
O: -1.88457 1.18789 -1.44518  -0.576
O: -0.06774 -1.34029 1.61692  -0.604
O: -0.76745 0.92531 0.68383  -0.230
H: 1.67486 1.32058 -0.72520  0.039



Formula: C3HOS
Source: OMol25
Level of theory: ωB97M-V with the def2-TZVPD basis set

Properties
Energy above the lowest of the compared OMol25 structures with the same formula, charge and spin: 119.96 kJ/mol
Net charge: -1
Gap between HOMO and LUMO: 7.90 eV
Largest force on an atom: 0.074 Eh/bohr
Highest occupied orbital energy: -4.17 eV

Each line ends with the Mulliken charge.
Positions of all 6 atoms, in Å:
C: -0.39203 0.50366 0.14082  -0.664
C: -0.75872 1.66661 0.28269  -0.231
C: 0.61743 -1.33634 -0.30760  0.516
O: 0.86716 -1.36212 -1.48503  -0.480
S: 0.59211 -2.23019 0.99738  -0.440
H: -0.92594 2.75838 0.37174  0.300



Formula: C3I4
Source: OMol25
Level of theory: ωB97M-V with the def2-TZVPD basis set

Properties
Energy above the lowest of the compared OMol25 structures with the same formula, charge and spin: 0.00 kJ/mol
Net charge: 0
Gap between HOMO and LUMO: 8.53 eV
Largest force on an atom: 0.070 Eh/bohr
Highest occupied orbital energy: -9.05 eV

Each line ends with the Mulliken charge.
Positions of all 7 atoms, in Å:
C: -0.73958 -0.52580 0.14411  -0.225
C: 0.60752 -0.65096 -0.10783  -0.311
C: 0.02730 0.71201 -0.00337  0.007
I: -2.59140 -1.40564 0.21912  0.218
I: 2.30172 -1.93184 -0.09314  0.183
I: 0.35815 1.95175 1.67628  0.082
I: 0.03630 1.85047 -1.83517  0.046



Formula: C3INS
Source: OMol25
Level of theory: ωB97M-V with the def2-TZVPD basis set

Properties
Energy above the lowest of the compared OMol25 structures with the same formula, charge and spin: 443.41 kJ/mol
Net charge: 0
Gap between HOMO and LUMO (spin up / spin down): 5.24 / 5.24 eV
Largest force on an atom: 0.079 Eh/bohr
Highest occupied orbital energy (spin up / spin down): -9.56 / -9.56 eV

Each line ends with the Mulliken charge.
Positions of all 6 atoms, in Å:
C: 0.56192 0.18134 -0.58476  0.128
C: 1.32295 -0.51577 0.20437  -0.013
C: -0.75089 0.48800 -0.49185  -0.006
N: -1.24828 -0.01239 0.56263  -0.310
S: 0.07029 -0.87216 1.37022  0.181
I: -2.76037 2.57315 -2.48387  0.019



- Among the records above, which one has the lowest energy above the lowest of the compared OMol25 structures with the same formula, charge and spin?
  C3I4